Entry from the OMol25 dataset: the molecule C4H4BrClN2 in a non-equilibrium geometry (wB97M-V/def2-TZVPD).

Calculated values
total energy	-3298.34825	a.u.
relative energy (zero: lowest compared OMol25 entry of this formula, charge and spin)	0.0	kJ/mol
Kohn-Sham gap (alpha / beta)	0.28314 / 0.31159	Eh
expectation value of S²	2.0182

ORCA input file:
```
! RIJCOSX wB97M-V def2-TZVPD def2/J DEFGRID3
* xyz 0 3
C 0.586 -0.927 -1.011
C 1.539 0.247 -0.948
C -1.210 -0.457 0.560
C -0.731 0.896 0.948
N -0.509 -1.154 -0.446
N 1.472 1.122 -0.111
Cl -1.428 2.121 -0.074
Br -0.024 1.072 2.665
H 1.062 -1.711 -1.601
H 2.556 0.208 -1.568
H -1.140 -1.110 1.411
H -2.174 -0.307 0.174
*
```